Entry 1:
{"formula": "C14H30ClCsF5IN3O7P", "method": "ωB97M-V/def2-TZVPD", "species": ["O", "P", "I", "N", "C", "C", "N", "C", "N", "C", "C", "C", "Cl", "H", "H", "H", "H", "H", "H", "H", "H", "H", "H", "H", "H", "H", "O", "H", "H", "C", "C", "O", "C", "O", "C", "F", "F", "F", "H", "H", "H", "H", "H", "H", "O", "H", "H", "H", "O", "C", "O", "C", "C", "C", "H", "H", "H", "H", "H", "H", "F", "Cs", "F"], "xyz": [[3.52249, 1.10050, 0.72613], [3.99813, 1.97159, -0.53023], [3.37804, 0.71837, -2.55499], [2.90633, 3.44521, -0.58097], [3.77554, 4.52111, -1.15994], [3.71193, 5.64079, -0.15128], [3.57226, 4.82058, 1.08378], [2.60863, 3.93679, 0.62486], [1.56522, 3.69478, 1.31213], [0.50772, 2.80398, 0.83643], [0.82631, 1.30733, 0.87398], [0.83675, 0.84054, -0.54286], [1.30038, -0.82892, -0.68633], [2.94637, 0.35724, 0.43264], [4.77513, 4.12539, -1.05337], [3.66508, 4.74470, -2.19520], [4.58689, 6.23624, -0.23719], [2.80105, 6.15791, -0.37199], [3.02942, 5.42927, 1.68815], [1.49304, 4.13626, 2.21193], [0.21161, 3.07381, -0.14952], [-0.33507, 2.97539, 1.46015], [0.00686, 0.82178, 1.34882], [1.70796, 1.05520, 1.40357], [-0.15764, 0.93512, -0.92651], [1.44726, 1.48882, -1.14083], [2.39036, 1.95810, 3.90829], [2.25254, 1.04276, 4.19001], [3.06327, 1.88906, 3.22263], [-2.36140, -2.30974, -2.50663], [-1.76309, -2.89196, -1.21826], [-2.05119, -4.30092, -1.03796], [-1.27864, -5.41767, -1.60337], [-0.01009, -5.41957, -1.31084], [-1.49397, -5.48001, -3.14012], [-2.74116, -5.13868, -3.51529], [-1.29737, -6.71247, -3.66104], [-0.64476, -4.64647, -3.83480], [-3.35419, -2.71781, -2.69489], [-2.43454, -1.22041, -2.41049], [-1.75448, -2.49754, -3.37895], [-2.27216, -2.35994, -0.42003], [-0.70555, -2.65148, -1.11760], [-1.86275, -6.27899, -1.21963], [-1.16845, 1.50724, -3.59374], [-0.44153, 1.07927, -3.04743], [-1.13466, 1.18476, -4.55260], [-1.11663, 2.51517, -3.54145], [-1.58419, -1.24440, 1.10464], [-2.30855, -1.15621, 2.03822], [-3.62195, -0.75941, 1.87526], [-4.26384, -0.66115, 3.14960], [-3.44441, -1.54372, 4.07965], [-2.01667, -1.38987, 3.50961], [-4.26077, 0.38670, 3.46693], [-5.29618, -0.99355, 3.04908], [-3.52964, -1.25215, 5.12577], [-3.77818, -2.58058, 3.99236], [-1.48601, -0.53137, 3.91303], [-1.41651, -2.28156, 3.63618], [0.12774, -0.03704, 2.88990], [-0.30160, -5.07263, -5.83759], [0.67352, -7.52558, -1.22979]], "forces_ev_per_a": [[0.4, -0.2, -1.2], [1.3, -0.2, -0.1], [0.9, 0.5, -0.6], [-0.1, -0.3, -1.6], [1.4, -1.0, 0.6], [-0.2, -1.4, -1.0], [-1.5, 1.9, -0.2], [1.1, 0.1, 0.9], [-0.9, -0.7, -0.1], [0.2, -0.9, 1.1], [-1.2, 1.0, -1.0], [-0.3, 0.4, 0.2], [0.1, -0.8, 0.3], [0.1, -0.2, 0.5], [0.7, -0.1, -0.4], [-0.8, 0.2, -0.6], [0.6, 0.7, 0.4], [-0.5, 1.0, 0.3], [0.8, 0.1, 1.0], [-0.2, -0.3, 0.5], [0.0, 0.7, -1.0], [-0.6, 0.3, 0.7], [-0.3, -0.7, 1.0], [-0.3, 0.1, 0.8], [-0.9, -0.1, -0.3], [0.3, 0.0, -0.5], [0.4, 0.3, -0.1], [-0.6, 0.0, -0.3], [0.0, -0.2, 0.1], [0.2, -0.1, 0.2], [-0.5, -0.7, -0.5], [-0.4, 0.5, -0.4], [0.7, 0.4, 0.7], [-0.1, 0.7, -0.4], [-1.4, -0.8, 2.0], [0.1, 0.2, -0.6], [0.3, 0.3, 0.0], [-1.0, 1.9, 6.9], [-0.1, 0.1, 0.1], [-0.1, 0.0, 0.1], [0.3, -0.2, -0.4], [0.1, -0.6, 0.1], [0.1, -0.3, -0.1], [0.1, 0.0, 0.0], [-0.1, 0.1, 0.0], [-0.1, 0.0, -0.1], [0.1, 0.0, 0.2], [0.1, -0.3, -0.1], [0.2, 0.2, -0.6], [0.0, 0.4, 1.0], [0.2, 0.0, 0.0], [0.0, -0.1, 0.2], [0.4, -0.1, 0.1], [-1.5, -0.4, 0.0], [0.0, 0.0, 0.0], [0.0, 0.0, -0.1], [0.0, 0.1, 0.0], [0.0, 0.0, 0.0], [0.3, 0.0, -0.3], [0.3, 0.1, 0.0], [0.4, 0.3, 0.8], [1.6, -1.6, -8.0], [-0.2, -0.2, -0.2]], "homo_lumo_gap_ev": 1.75, "e_lumo_ev": -2.47, "energy_ha": -2860.575865, "homo_ev": -4.218}

=====

Entry 2:
{"formula": "C27H24CoNO", "method": "ωB97M-V/def2-TZVPD", "species": ["Co", "C", "C", "C", "C", "C", "C", "C", "H", "H", "H", "H", "H", "H", "H", "O", "N", "C", "C", "C", "C", "C", "C", "C", "C", "C", "C", "C", "C", "C", "H", "H", "H", "H", "H", "H", "H", "H", "H", "H", "C", "C", "C", "C", "C", "C", "C", "H", "H", "H", "H", "H", "H", "H"], "xyz": [[-0.49176, -1.78002, 0.44193], [-2.30444, -1.49066, 1.17452], [-3.12648, -0.82520, 0.12705], [-4.34002, -1.31837, -0.35506], [-5.02543, -0.61831, -1.34429], [-4.40176, 0.40211, -2.04840], [-3.09739, 0.88622, -1.69755], [-2.62390, 0.31121, -0.51368], [-2.74091, -2.42784, 1.51534], [-2.13046, -0.81390, 2.01498], [-4.77780, -2.20627, 0.09325], [-6.03173, -0.90907, -1.63146], [-5.02682, 0.93050, -2.76652], [-2.59521, 3.27238, -3.15410], [-1.67645, 0.70075, -0.14922], [-0.55460, -3.42201, 0.34536], [0.24277, -0.13066, 1.11223], [1.36880, 0.23332, 1.52677], [1.59644, 1.68916, 1.87958], [0.88887, 2.65778, 1.16585], [1.01348, 4.00133, 1.47742], [1.84044, 4.40817, 2.52057], [2.54116, 3.45417, 3.24394], [2.42414, 2.10699, 2.91938], [2.55759, -0.69233, 1.66380], [2.35364, -2.04342, 1.93895], [3.41984, -2.92869, 1.98338], [4.71493, -2.48520, 1.74574], [4.93108, -1.14485, 1.45540], [3.86196, -0.25964, 1.41892], [0.23258, 2.31325, 0.37490], [0.46039, 4.73767, 0.90563], [1.93454, 5.45995, 2.76692], [3.18106, 3.75752, 4.06584], [2.97678, 1.36759, 3.48805], [1.34118, -2.40763, 2.07892], [3.22992, -3.97665, 2.18335], [5.54609, -3.18127, 1.76857], [5.93349, -0.78842, 1.24382], [4.03827, 0.78221, 1.17853], [0.95383, -1.45095, -1.44324], [-0.10113, -0.96459, -2.22548], [-0.94012, -1.90612, -2.91002], [-1.96769, -1.43731, -3.70866], [-2.35465, -0.11213, -3.64707], [-1.65394, 0.93293, -2.87930], [-0.42103, 0.42880, -2.37055], [1.71123, -0.77047, -1.07178], [1.22285, -2.49516, -1.53991], [-0.72999, -2.96426, -2.81805], [-2.55865, -2.13801, -4.29473], [-3.01560, 0.32738, -4.38780], [-2.12185, 3.81265, -2.95072], [0.29249, 1.11538, -1.91133]], "forces_ev_per_a": [[-0.3, 0.0, -0.1], [0.0, 0.0, 0.2], [-0.3, 0.1, -0.4], [-0.1, -0.1, 0.5], [0.4, 0.1, -0.2], [-0.2, 1.3, 0.4], [0.0, -1.3, 0.6], [0.6, 0.7, -0.2], [0.0, 0.0, 0.0], [0.0, 0.0, 0.0], [0.0, 0.0, 0.0], [0.0, -0.1, 0.0], [0.3, -0.2, -0.4], [0.2, 0.1, 0.1], [0.1, -0.3, 0.0], [0.1, 0.0, 0.1], [0.3, -0.1, -0.1], [-0.1, 0.1, 0.1], [0.0, 0.0, 0.0], [0.0, 0.0, 0.0], [0.0, 0.0, 0.0], [0.0, 0.0, 0.0], [0.0, 0.0, 0.0], [0.0, 0.0, 0.0], [0.0, 0.0, 0.0], [0.0, 0.0, 0.0], [0.0, 0.0, 0.0], [0.0, 0.0, 0.0], [0.0, 0.0, 0.0], [0.0, 0.0, 0.0], [0.0, 0.0, 0.0], [0.0, 0.0, 0.0], [0.0, 0.0, 0.0], [0.0, 0.0, 0.0], [0.0, 0.0, 0.0], [0.0, 0.0, 0.0], [0.0, 0.0, 0.0], [0.0, 0.0, 0.0], [0.0, 0.0, 0.0], [0.0, 0.0, 0.0], [0.5, 0.1, -0.4], [-0.6, 0.1, -0.5], [0.3, 0.0, 0.3], [-0.6, 0.2, 0.1], [1.7, 0.9, -1.4], [-1.4, -1.7, 0.2], [0.1, 0.5, 0.6], [-0.1, 0.0, 0.1], [0.0, 0.0, 0.2], [0.0, 0.0, 0.1], [0.1, 0.0, -0.1], [-0.7, -0.5, 0.1], [-0.2, 0.2, -0.1], [-0.1, 0.0, 0.2]], "multiplicity": 5, "s_squared": 6.107, "homo_lumo_gap_ev": [4.16, 5.26], "total_charge": -2, "e_lumo_ev": [4.76, 4.76], "energy_ha": -2555.679005, "de_lowest_kcal_mol": 141.18, "homo_ev": [0.605, -0.502]}

=====

Entry 3:
{"formula": "C25H31HfIN6O2", "method": "ωB97M-V/def2-TZVPD", "species": ["Hf", "C", "C", "N", "C", "C", "C", "C", "C", "C", "C", "N", "C", "C", "N", "N", "H", "H", "H", "H", "H", "H", "H", "H", "H", "H", "H", "H", "H", "H", "H", "H", "H", "H", "I", "C", "C", "C", "C", "C", "C", "C", "C", "C", "C", "H", "H", "H", "H", "H", "H", "C", "C", "N", "O", "C", "C", "N", "O", "H", "H", "H", "H", "H", "H", "H"], "xyz": [[-0.35464, 0.03711, 0.09074], [-0.48981, 2.21216, 2.45389], [0.82958, 2.41920, 1.74726], [0.61759, 2.14825, 0.30675], [1.90325, 2.18482, -0.44289], [2.60573, 0.87320, -0.24123], [3.93033, 0.90000, -0.00823], [4.86840, -0.16266, 0.32940], [4.54500, -1.23992, 1.02952], [3.18544, -1.42947, 1.59080], [1.17970, -2.69501, 1.53431], [-0.09861, -1.87486, 1.55265], [-0.57506, -1.53967, 2.92953], [-0.26552, -0.09854, 3.25817], [-0.91894, 0.79656, 2.25651], [1.66824, -0.17268, -0.38016], [-1.25618, 2.85866, 2.02191], [-0.41648, 2.44793, 3.51668], [1.59196, 1.72271, 2.10732], [1.21323, 3.42833, 1.90837], [-0.00056, 2.86140, -0.07449], [2.50098, 3.03164, -0.10599], [1.67154, 2.33385, -1.49781], [4.36866, 1.89126, -0.04478], [5.89145, -0.04140, -0.00721], [5.25043, -2.04155, 1.21701], [1.51199, -2.81058, 2.55976], [0.91095, -3.67673, 1.14883], [-0.78511, -2.50952, 1.15864], [-0.11730, -2.19969, 3.66570], [-1.65186, -1.70841, 2.96772], [0.81174, 0.06475, 3.22134], [-0.61371, 0.14779, 4.26317], [-1.92533, 0.74508, 2.40246], [-3.19051, -1.37795, 0.39995], [-4.11310, 0.19469, -0.62927], [-5.47530, 0.22929, -0.64737], [-6.11762, 1.24256, -1.38656], [-5.37189, 2.13827, -2.09361], [-3.95594, 2.07912, -2.09078], [-3.20642, 2.97435, -2.89106], [-1.84804, 2.87868, -2.94917], [-1.19349, 1.92081, -2.14850], [-1.83649, 1.04871, -1.28482], [-3.27265, 1.10109, -1.31618], [-6.06577, -0.50554, -0.11710], [-7.19765, 1.28548, -1.39927], [-5.85485, 2.90616, -2.68428], [-3.73538, 3.71637, -3.47595], [-1.27462, 3.52959, -3.59534], [-0.11175, 1.87609, -2.25365], [0.91517, -3.78904, -1.41749], [0.84478, -2.32434, -1.16863], [-0.11068, -1.56839, -1.56605], [-1.09352, -2.23804, -2.25435], [2.03958, -1.58339, -0.54387], [3.14184, -1.81265, -1.60459], [2.30109, -2.18348, 0.79166], [2.85326, -1.03358, 2.68504], [0.01021, -4.28076, -1.05520], [1.79769, -4.22436, -0.95708], [0.94229, -3.97133, -2.49398], [-1.62560, -1.53458, -2.65810], [2.68477, -1.99659, -2.57747], [3.76345, -2.66470, -1.34031], [3.77005, -0.93656, -1.71225]], "forces_ev_per_a": [[-0.5, 0.0, -0.4], [-0.1, 0.0, 0.0], [0.0, 0.0, 0.0], [0.2, -0.1, 0.1], [-0.1, 0.1, 0.0], [0.1, -0.3, -0.2], [-0.1, 0.2, 0.2], [0.0, -0.1, -0.1], [0.0, 0.0, -0.1], [0.1, 0.0, 0.1], [-0.1, -0.1, -0.1], [0.1, 0.0, 0.0], [0.0, 0.0, 0.0], [0.0, 0.0, 0.0], [0.3, 0.0, 0.1], [0.1, 0.1, 0.2], [0.0, 0.0, 0.0], [0.0, 0.0, 0.0], [0.0, 0.0, 0.0], [0.0, 0.0, 0.0], [0.0, 0.0, 0.0], [0.1, 0.0, 0.0], [0.0, 0.0, 0.0], [0.0, 0.0, 0.0], [0.0, 0.0, 0.0], [0.0, 0.0, 0.1], [0.0, -0.1, 0.0], [0.0, 0.0, -0.1], [0.0, 0.0, 0.1], [0.0, 0.0, 0.0], [0.0, 0.0, 0.0], [0.0, 0.0, 0.0], [0.0, 0.0, 0.0], [0.0, 0.0, 0.0], [0.0, 0.1, 0.1], [-0.1, 0.1, -0.1], [0.0, 0.0, 0.0], [0.0, 0.0, 0.0], [0.0, 0.0, 0.0], [0.0, 0.0, 0.0], [0.0, 0.0, 0.0], [-0.1, 0.0, 0.0], [0.1, 0.0, -0.1], [-0.1, 0.1, -0.1], [0.0, 0.0, 0.0], [0.0, 0.0, 0.0], [0.0, 0.0, 0.0], [0.0, 0.0, 0.0], [0.0, 0.0, 0.0], [0.0, 0.0, 0.0], [0.0, 0.0, 0.0], [0.0, 0.0, -0.1], [0.4, 0.2, -0.1], [0.0, -0.4, 0.6], [0.0, 0.1, -0.1], [0.0, 0.0, -0.3], [0.1, 0.0, 0.1], [-0.1, 0.1, 0.1], [0.0, 0.0, 0.0], [0.0, 0.0, 0.0], [0.0, 0.0, 0.0], [0.0, 0.0, 0.0], [0.0, 0.0, 0.0], [0.0, 0.0, 0.0], [0.0, 0.0, 0.0], [0.0, 0.0, 0.0]], "homo_lumo_gap_ev": 7.67, "total_charge": 2, "e_lumo_ev": -5.99, "energy_ha": -1795.505666, "de_lowest_kcal_mol": 27.68, "homo_ev": -13.662}

=====

Entry 4:
{"formula": "C8H16N3", "method": "ωB97M-V/def2-TZVPD", "species": ["C", "C", "C", "C", "C", "C", "C", "C", "N", "N", "N", "H", "H", "H", "H", "H", "H", "H", "H", "H", "H", "H", "H", "H", "H", "H", "H"], "xyz": [[-2.04165, 0.70564, -1.93749], [-1.51505, -0.46571, -1.40945], [-0.64689, 1.21564, -0.33489], [0.33564, -2.41045, 0.13544], [-1.73114, 3.12522, -1.62932], [1.51430, -0.81628, 2.57937], [2.24171, -0.35577, 0.37508], [0.00427, -1.04763, 0.63136], [-1.50053, 1.73621, -1.23213], [-0.64072, -0.10350, -0.39614], [1.13965, -0.38500, 1.28544], [-2.62957, 0.88677, -2.72673], [-1.72196, -1.35954, -1.79451], [-0.16562, 1.74791, 0.38666], [0.55718, -2.91734, 1.01199], [1.27276, -2.35092, -0.48090], [-0.49573, -3.01181, -0.27898], [-1.50786, 3.25826, -2.68986], [-2.85957, 3.24163, -1.55403], [-1.20769, 3.93031, -1.02699], [0.63279, -0.47035, 3.26427], [1.58501, -1.88375, 2.75211], [2.48165, -0.42271, 2.86606], [2.01540, 0.14111, -0.52428], [2.86485, 0.38613, 1.01017], [2.83317, -1.18294, 0.29395], [-0.81439, -1.19111, 1.42381]], "forces_ev_per_a": [[2.8, -2.0, 3.3], [0.0, 4.7, 0.3], [-1.4, -0.2, -1.1], [0.2, 0.4, -2.3], [-1.6, 1.2, 0.5], [-2.7, 0.1, 2.4], [1.4, 4.5, 3.3], [-1.8, 0.5, 2.6], [1.3, -0.3, 0.2], [-0.2, -1.0, -0.4], [-1.9, -0.3, -2.8], [-2.2, 0.4, -2.7], [-0.4, -3.7, -0.8], [1.4, 1.4, 1.7], [0.8, -1.2, 1.7], [-1.2, -0.6, 0.2], [0.5, 0.6, -0.3], [0.3, -0.1, 0.2], [1.4, 0.3, 0.1], [-0.6, -1.4, -0.5], [1.9, -0.5, -0.6], [0.1, -0.6, -0.3], [-0.1, 0.5, 0.1], [-0.3, 0.3, -1.3], [0.0, -0.9, -1.8], [1.3, -2.6, -0.5], [1.0, 0.5, -1.0]], "smiles": "C[C@@H](N(C)C)[n+]1ccn(C)c1", "homo_lumo_gap_ev": 9.73, "total_charge": 1, "e_lumo_ev": -2.74, "energy_ha": -478.402122, "de_lowest_kcal_mol": 33.27, "homo_ev": -12.467}

=====

Entry 5:
{"formula": "C2H8N4", "method": "ωB97M-V/def2-TZVPD", "species": ["C", "N", "N", "H", "H", "H", "H", "N", "C", "N", "H", "H", "H", "H"], "xyz": [[-0.68607, 0.18159, 1.84478], [0.10663, -1.07823, 1.88902], [1.11786, -1.22282, 1.24942], [1.38855, -0.44074, 0.57201], [-0.76523, 0.52038, 2.87621], [-1.68935, -0.06550, 1.49513], [-0.22709, 0.96516, 1.22565], [-0.79833, -0.30828, -1.36980], [0.26229, 0.40551, -1.80552], [1.32848, 0.48931, -1.12284], [-1.50831, -0.57906, -2.02804], [-0.63616, -0.91873, -0.57856], [2.03664, 1.10574, -1.50505], [0.07010, 0.94568, -2.74242]], "forces_ev_per_a": [[0.6, -0.1, -0.2], [-1.8, 0.2, 1.3], [1.8, 0.1, -1.5], [-0.5, -0.3, 0.9], [0.0, 0.0, 0.0], [0.0, 0.0, 0.0], [-0.1, -0.1, 0.0], [-0.3, -0.4, 0.1], [0.1, 0.6, -0.3], [0.4, 0.1, 0.1], [0.0, 0.0, 0.1], [-0.1, 0.0, -0.2], [-0.2, 0.0, -0.2], [0.1, -0.1, 0.1]], "smiles": "[H]/N=C/N.[H]/N=N\\C", "homo_lumo_gap_ev": 8.76, "e_lumo_ev": 0.80, "energy_ha": -299.957847, "de_lowest_kcal_mol": 45.73, "homo_ev": -7.962}

=====

These records have max |F| values of 8.3, 2.4, 0.7, 5.8, 2.3 eV/A, in the order they appear.